Entry 1:
Below is a single C5H13NS2 molecule, with properties calculated with ωB97M-V/def2-TZVPD.

Element x y z (Å)
C1 -1.030 -0.562 1.781
C2 -2.208 0.374 1.454
S1 -3.771 -0.186 0.683
C3 -0.059 -1.077 0.663
N1 0.062 -0.132 -0.510
C4 1.320 -0.344 -1.198
C5 2.084 0.899 -1.607
S2 3.185 0.605 -3.054
H1 -1.181 -1.494 2.283
H2 -0.584 0.083 2.495
H3 -1.912 1.228 0.803
H4 -2.326 1.007 2.412
H5 -4.620 0.419 1.562
H6 -0.297 -2.108 0.615
H7 0.933 -0.950 1.092
H8 -0.736 -0.416 -1.095
H9 1.859 -0.922 -0.490
H10 1.306 -1.011 -2.100
H11 1.324 1.601 -2.019
H12 2.557 1.376 -0.781
H13 4.094 1.611 -2.989

* E_LUMO: 0.78 eV
* highest occupied orbital energy: -9.0 eV
* SMILES string: SCCCNCCS
* charge: 0
* energy above the lowest of the compared OMol25 structures with the same formula, charge and spin: 49.7 kcal per mole

---

Entry 2:
Below is a molecular structure, C19H18CoN3O4, with properties calculated with ωB97M-V/def2-TZVPD.

Element x y z (Å)
Co1 0.200 0.139 -0.296
C1 -2.586 0.441 -1.564
O1 -1.752 0.314 -0.403
C2 -2.338 0.374 0.858
C3 -3.688 0.555 1.076
C4 -4.142 0.575 2.391
C5 -3.260 0.418 3.451
C6 -1.905 0.242 3.219
C7 -1.441 0.227 1.914
N1 -0.082 0.093 1.526
N2 0.790 0.098 2.447
C8 2.101 -0.040 2.179
C9 2.620 -0.369 0.895
O2 1.889 -0.502 -0.157
C10 4.023 -0.615 0.758
C11 4.847 -0.493 1.823
C12 4.370 -0.141 3.128
C13 5.260 -0.032 4.211
C14 4.796 0.287 5.463
C15 3.426 0.503 5.653
C16 2.540 0.405 4.606
C17 2.996 0.079 3.320
H1 -3.331 -0.353 -1.566
H2 -1.929 0.336 -2.422
H3 -3.059 1.422 -1.573
H4 -4.383 0.673 0.258
H5 -5.197 0.711 2.581
H6 -3.631 0.431 4.466
H7 -1.207 0.117 4.033
H8 4.385 -0.883 -0.224
H9 5.910 -0.664 1.702
H10 6.314 -0.209 4.038
H11 5.480 0.368 6.296
H12 3.056 0.749 6.640
H13 1.487 0.576 4.774
N3 0.567 5.414 0.104
C18 1.250 4.352 -0.620
C19 0.465 3.062 -0.470
O3 0.897 1.986 -0.857
O4 -0.709 3.184 0.093
H14 0.478 6.263 -0.435
H15 1.025 5.643 0.977
H16 -0.781 4.154 0.310
H17 2.276 4.163 -0.304
H18 1.284 4.562 -1.690

* E_LUMO (spin up / spin down): -3.60 / -3.63 eV
* spin multiplicity: 2
* highest occupied orbital energy (spin up / spin down): -10.5 / -10.5 eV
* charge: +1

---

Entry 3:
Below is a single C5H7FO molecule, with properties calculated with ωB97M-V/def2-TZVPD.

Element x y z (Å)
C1 -1.439 -1.471 -0.236
C2 -1.357 0.004 0.162
C3 0.010 0.522 0.755
C4 1.257 0.351 -0.079
C5 2.052 1.305 -0.499
H1 -0.384 -1.866 -0.291
H2 -1.904 -1.614 -1.195
H3 -2.094 -2.001 0.457
H4 0.131 0.018 1.704
H5 -0.135 1.566 0.957
H6 1.771 2.314 -0.310
H7 2.759 1.078 -1.322
O1 -2.326 0.727 0.134
F1 1.659 -0.934 -0.238

* E_LUMO: 0.80 eV
* highest occupied orbital energy: -9.6 eV
* SMILES string: C=C(F)CC(C)=O
* charge: 0
* energy above the lowest of the compared OMol25 structures with the same formula, charge and spin: 7.7 kcal per mole

---

Entry 4:
Below is 2 unconnected molecules or ions with the total composition C2H6NOS, with properties calculated with ωB97M-V/def2-TZVPD.

Element x y z (Å)
O1 -0.533 2.572 -1.294
C1 -0.853 1.475 -0.913
C2 0.034 0.497 -0.184
N1 -0.699 -0.081 0.933
H1 -1.866 1.055 -1.082
H2 0.274 -0.303 -0.892
H3 1.000 0.945 0.070
H4 -0.256 -0.996 1.104
H5 -0.586 0.477 1.769
S1 1.644 -2.159 0.234
H6 1.841 -3.483 0.256

* E_LUMO: 3.84 eV
* highest occupied orbital energy: -3.1 eV
* charge: -1
* energy above the lowest of the compared OMol25 structures with the same formula, charge and spin: 32.8 kcal per mole

---

Entry 5:
Below is a single C21H18Cl2N2O3 molecule, with properties calculated with ωB97M-V/def2-TZVPD.

Element x y z (Å)
C1 3.745 4.755 2.580
C2 3.185 3.634 1.761
C3 2.029 2.978 2.170
C4 1.504 1.936 1.430
C5 2.134 1.530 0.260
C6 3.269 2.200 -0.174
C7 3.791 3.236 0.577
H1 4.685 3.740 0.237
H2 3.749 1.898 -1.094
C8 1.582 0.411 -0.557
O1 0.916 0.602 -1.567
N1 1.868 -0.839 -0.125
C9 1.476 -1.967 -0.953
H3 2.154 -2.801 -0.774
H4 1.539 -1.660 -2.001
C10 0.038 -2.414 -0.643
O2 -0.209 -3.456 -0.079
N2 -0.862 -1.491 -1.063
C11 -2.246 -1.501 -0.922
C12 -2.942 -0.378 -1.369
C13 -4.320 -0.323 -1.263
C14 -5.020 -1.391 -0.708
C15 -4.326 -2.506 -0.264
C16 -2.950 -2.568 -0.367
H5 -2.417 -3.437 -0.021
H6 -4.874 -3.330 0.164
Cl1 -6.738 -1.332 -0.572
Cl2 -5.159 1.075 -1.820
H7 -2.406 0.455 -1.799
H8 -0.468 -0.651 -1.494
C17 2.550 -1.101 1.131
C18 3.946 -0.563 1.137
C19 4.982 -0.713 0.262
C20 6.044 0.074 0.770
C21 5.574 0.639 1.914
O3 4.308 0.259 2.145
H9 6.026 1.298 2.628
H10 7.017 0.196 0.341
H11 4.989 -1.304 -0.630
H12 2.009 -0.643 1.966
H13 2.552 -2.183 1.284
H14 0.601 1.441 1.757
H15 1.538 3.286 3.081
H16 3.808 4.469 3.629
H17 4.736 5.036 2.232
H18 3.097 5.628 2.513

* E_LUMO: 0.62 eV
* highest occupied orbital energy: -8.5 eV
* SMILES string: Cc1ccc(C(=O)N(CC(=O)Nc2ccc(Cl)c(Cl)c2)Cc2ccco2)cc1
* charge: 0
* energy above the lowest of the compared OMol25 structures with the same formula, charge and spin: 0.0 kcal per mole

---

Entry 6:
Below is a molecular structure, C53H47FeN3O4S4, with properties calculated with ωB97M-V/def2-TZVPD.

Element x y z (Å)
Fe1 -0.659 -0.727 0.546
C1 7.813 -0.201 -0.582
C2 6.317 -0.304 -0.596
C3 5.685 -1.293 -1.350
C4 4.307 -1.395 -1.389
C5 3.555 -0.481 -0.667
C6 4.149 0.510 0.099
C7 5.532 0.588 0.128
S1 1.790 -0.569 -0.731
O1 1.242 0.192 0.490
C8 1.362 0.240 -2.250
C9 1.175 -0.699 -3.295
C10 0.824 -0.260 -4.534
C11 0.599 1.119 -4.771
C12 0.201 1.579 -6.049
C13 -0.041 2.903 -6.264
C14 0.098 3.827 -5.208
C15 0.483 3.413 -3.966
C16 0.752 2.044 -3.713
C17 1.167 1.582 -2.423
C18 1.387 2.628 -1.385
C19 2.598 3.376 -1.446
C20 3.691 2.966 -2.255
C21 4.847 3.689 -2.273
C22 4.969 4.866 -1.501
C23 3.930 5.292 -0.729
C24 2.718 4.559 -0.683
C25 1.609 5.002 0.075
C26 0.467 4.261 0.147
C27 0.379 3.031 -0.544
S2 -1.058 1.950 -0.429
O2 -1.949 2.149 -1.588
C28 -1.900 2.589 1.016
C29 -3.271 2.744 0.871
C30 -4.031 3.126 1.965
C31 -3.443 3.354 3.204
C32 -4.279 3.731 4.392
C33 -2.063 3.205 3.320
C34 -1.289 2.820 2.240
H1 8.274 -1.186 -0.514
H2 8.161 0.400 0.255
H3 8.173 0.265 -1.501
H4 6.285 -1.998 -1.911
H5 3.830 -2.164 -1.984
H6 3.539 1.202 0.663
H7 6.007 1.359 0.721
H8 1.297 -1.757 -3.100
H9 0.682 -0.963 -5.343
H10 0.088 0.858 -6.848
H11 -0.346 3.249 -7.242
H12 -0.110 4.874 -5.383
H13 0.571 4.136 -3.167
H14 3.603 2.068 -2.853
H15 5.676 3.364 -2.887
H16 5.889 5.432 -1.534
H17 4.012 6.199 -0.145
H18 1.675 5.948 0.597
H19 -0.372 4.618 0.722
H20 -3.719 2.585 -0.103
H21 -5.102 3.249 1.851
H22 -5.087 4.403 4.108
H23 -3.681 4.218 5.160
H24 -4.731 2.842 4.834
H25 -1.585 3.398 4.272
H26 -0.219 2.711 2.357
O3 -4.734 -3.706 -1.626
C35 -5.288 -2.608 -1.091
C36 -6.680 -2.533 -1.120
C37 -7.331 -1.437 -0.600
C38 -6.614 -0.384 -0.032
C39 -5.241 -0.454 0.009
C40 -4.550 -1.555 -0.513
C41 -3.086 -1.560 -0.413
O4 -2.509 -0.565 0.190
N1 -2.380 -2.543 -0.919
N2 -0.990 -2.424 -0.693
C42 -0.385 -3.546 -0.934
S3 1.344 -3.770 -0.809
C43 1.225 -5.566 -0.625
C44 0.146 -6.049 -1.572
S4 -1.289 -4.962 -1.386
H27 -3.763 -3.609 -1.586
H28 -7.223 -3.354 -1.567
H29 -8.411 -1.396 -0.638
H30 -7.130 0.476 0.371
H31 -4.660 0.343 0.457
H32 0.981 -5.799 0.412
H33 2.201 -5.979 -0.876
H34 -0.183 -7.055 -1.314
H35 0.484 -6.039 -2.609
C45 0.767 -4.042 2.790
N3 -0.592 -4.550 2.852
C46 -0.827 -5.177 4.141
C47 -1.616 -3.555 2.501
C48 -1.415 -2.208 3.156
C49 -1.836 -2.008 4.469
C50 -1.485 -0.869 5.182
C51 -0.684 0.094 4.597
C52 -0.287 -0.058 3.269
C53 -0.695 -1.171 2.553
H36 1.468 -4.879 2.805
H37 1.022 -3.375 3.626
H38 0.924 -3.483 1.867
H39 -0.071 -5.946 4.303
H40 -1.806 -5.656 4.154
H41 -0.766 -4.474 4.983
H42 -2.578 -3.977 2.797
H43 -1.640 -3.446 1.419
H44 -2.441 -2.771 4.947
H45 -1.823 -0.747 6.201
H46 -0.372 0.964 5.160
H47 0.345 0.693 2.813

* E_LUMO (spin up / spin down): -2.52 / -3.89 eV
* spin multiplicity: 6
* highest occupied orbital energy (spin up / spin down): -10.1 / -10.1 eV
* charge: +1
* energy above the lowest of the compared OMol25 structures with the same formula, charge and spin: 21.1 kcal per mole

---

Entry 7:
Below is 9 unconnected molecules or ions with the total composition C32H90N8O9, with properties calculated with ωB97M-V/def2-TZVPD.

Element x y z (Å)
O1 -18.939 -4.989 22.016
H1 -18.503 -5.527 22.677
H2 -18.330 -4.973 21.278
C1 -20.630 -10.713 23.099
C2 -21.016 -11.785 22.036
C3 -21.959 -11.286 20.920
O2 -23.280 -11.152 21.399
C4 -24.329 -11.171 20.458
N1 -19.732 -12.198 21.582
H3 -20.125 -11.212 23.927
H4 -21.491 -10.187 23.512
H5 -19.993 -9.925 22.699
H6 -21.468 -12.630 22.557
H7 -21.822 -12.056 20.161
H8 -21.602 -10.384 20.422
H9 -24.243 -10.326 19.775
H10 -25.299 -11.250 20.951
H11 -24.293 -12.060 19.828
H12 -19.257 -11.353 21.298
H13 -19.818 -12.634 20.675
C5 -22.098 1.525 28.053
C6 -23.263 0.853 28.764
C7 -23.115 -0.700 28.904
O3 -23.485 -1.268 27.658
C8 -23.447 -2.669 27.622
N2 -23.534 1.556 30.034
H14 -21.155 1.464 28.596
H15 -22.304 2.565 27.799
H16 -21.940 1.014 27.104
H17 -24.160 0.928 28.149
H18 -23.869 -1.063 29.602
H19 -22.094 -1.007 29.132
H20 -23.874 -2.912 26.649
H21 -23.940 -3.042 28.519
H22 -22.485 -3.173 27.720
H23 -23.499 2.558 29.914
H24 -24.505 1.365 30.236
C9 -20.975 -2.708 18.321
C10 -21.077 -2.928 19.839
C11 -20.384 -1.848 20.681
O4 -20.945 -0.562 20.780
C12 -20.153 0.263 21.554
N3 -22.444 -3.169 20.233
H25 -19.948 -2.430 18.088
H26 -21.662 -1.922 18.009
H27 -21.124 -3.571 17.671
H28 -20.580 -3.884 20.003
H29 -19.345 -1.680 20.398
H30 -20.274 -2.228 21.697
H31 -19.201 0.518 21.088
H32 -19.938 -0.136 22.545
H33 -20.627 1.236 21.686
H34 -22.946 -2.392 19.827
H35 -22.537 -3.014 21.226
C13 -21.710 -9.620 26.303
C14 -21.529 -9.485 27.788
C15 -22.158 -10.660 28.619
O5 -23.555 -10.717 28.521
C16 -24.137 -11.537 29.532
N4 -20.135 -9.330 28.158
H36 -22.754 -9.837 26.077
H37 -21.206 -10.553 26.051
H38 -21.257 -8.869 25.657
H39 -21.998 -8.594 28.206
H40 -21.732 -10.524 29.614
H41 -21.846 -11.636 28.250
H42 -24.057 -11.034 30.495
H43 -23.665 -12.516 29.615
H44 -25.172 -11.776 29.288
H45 -19.960 -9.570 29.123
H46 -19.606 -10.092 27.755
C17 -29.368 -3.645 20.533
C18 -28.201 -4.522 19.978
C19 -28.039 -5.919 20.631
O6 -27.817 -6.028 22.033
C20 -26.587 -5.656 22.485
N5 -28.355 -4.670 18.552
H47 -29.442 -2.744 19.924
H48 -29.238 -3.451 21.597
H49 -30.325 -4.136 20.353
H50 -27.357 -3.862 20.180
H51 -27.315 -6.533 20.095
H52 -28.911 -6.539 20.422
H53 -26.425 -6.028 23.496
H54 -26.392 -4.584 22.439
H55 -25.822 -5.990 21.784
H56 -27.553 -5.144 18.163
H57 -28.355 -3.778 18.079
C21 -21.570 -6.824 18.100
C22 -21.574 -7.880 19.196
C23 -20.334 -7.794 20.120
O7 -19.077 -8.021 19.433
C24 -18.677 -9.424 19.536
N6 -22.781 -7.653 19.988
H58 -22.064 -5.884 18.346
H59 -21.910 -7.112 17.105
H60 -20.532 -6.571 17.885
H61 -21.702 -8.858 18.732
H62 -20.472 -8.459 20.973
H63 -20.136 -6.783 20.476
H64 -17.785 -9.513 18.917
H65 -19.428 -10.135 19.191
H66 -18.334 -9.649 20.546
H67 -22.877 -8.438 20.615
H68 -22.545 -6.870 20.581
C25 -17.692 -0.569 30.758
C26 -17.330 -0.228 29.231
C27 -18.474 -0.641 28.275
O8 -18.549 -2.102 28.108
C28 -19.483 -2.556 27.189
N7 -17.077 1.201 29.206
H69 -18.488 0.066 31.147
H70 -16.816 -0.393 31.382
H71 -17.920 -1.630 30.860
H72 -16.447 -0.831 29.017
H73 -18.200 -0.277 27.285
H74 -19.458 -0.273 28.565
H75 -19.610 -3.637 27.246
H76 -19.226 -2.240 26.177
H77 -20.486 -2.154 27.329
H78 -16.975 1.525 28.254
H79 -16.136 1.334 29.546
C29 -21.877 -6.650 24.251
C30 -22.386 -5.474 23.404
C31 -22.001 -4.145 24.044
O9 -22.479 -3.000 23.391
C32 -22.042 -1.795 23.855
N8 -21.859 -5.547 22.058
H80 -22.324 -6.664 25.245
H81 -20.809 -6.558 24.444
H82 -22.063 -7.602 23.752
H83 -23.475 -5.516 23.389
H84 -20.912 -4.124 24.078
H85 -22.355 -4.069 25.072
H86 -22.372 -1.548 24.864
H87 -22.599 -1.077 23.253
H88 -20.954 -1.742 23.819
H89 -22.136 -4.735 21.526
H90 -20.858 -5.413 22.065

* E_LUMO: 0.21 eV
* highest occupied orbital energy: -8.6 eV
* SMILES string: COC[C@H](C)N.COC[C@H](C)N.COC[C@H](C)N.COC[C@H](C)N.COC[C@H](C)N.COC[C@H](C)N.COC[C@H](C)N.COC[C@H](C)N.O
* charge: 0
* energy above the lowest of the compared OMol25 structures with the same formula, charge and spin: 40.1 kcal per mole

---

Entry 8:
Below is a molecular structure, C7H14N2, with properties calculated with ωB97M-V/def2-TZVPD.

Element x y z (Å)
C1 -0.259 -1.933 -1.727
C2 0.177 2.098 -0.673
C3 -1.912 -0.256 0.449
C4 0.167 -0.832 1.747
C5 0.227 -0.868 -0.803
C6 0.986 0.936 -0.141
C7 -0.405 -0.389 0.413
N1 1.984 1.325 0.730
N2 1.289 -0.131 -1.020
H1 2.249 2.298 0.768
H2 2.722 0.657 0.890
H3 0.515 -2.173 -2.456
H4 -1.141 -1.584 -2.272
H5 -0.547 -2.835 -1.183
H6 -0.603 1.750 -1.345
H7 0.839 2.774 -1.227
H8 -0.280 2.660 0.142
H9 -2.396 -1.206 0.709
H10 -2.320 0.079 -0.506
H11 -2.208 0.470 1.211
H12 0.096 -0.036 2.495
H13 -0.394 -1.691 2.132
H14 1.215 -1.113 1.665

* E_LUMO: 0.93 eV
* highest occupied orbital energy: -7.5 eV
* charge: 0
* energy above the lowest of the compared OMol25 structures with the same formula, charge and spin: 37.5 kcal per mole

---

Number 1: E -1049.35765 Ha. Number 2: E -2582.62187 Ha. Number 3: E -369.78672 Ha. Number 4: E -608.01421 Ha. Number 5: E -2066.69056 Ha. Number 6: E -5369.29141 Ha. Number 7: E -2388.17250 Ha. Number 8: E -384.57217 Ha.